# C37H26BrLaN8O10Se

A molecular structure, C37H26BrLaN8O10Se in a non-equilibrium geometry (ωB97M-V/def2-TZVPD, the OMol25 dataset).

Energy relative to the best compared isomer or geometry (same formula, charge and spin), eV: 0.3966
Maximum force, eV/A: 1.291
LUMO, eV: -1.71
Orbital gap, eV: 5.66

The geometry in ORCA input format:
```
! RIJCOSX wB97M-V def2-TZVPD def2/J DEFGRID3
* xyz 0 1
La -0.175 0.536 -0.652
O 1.093 1.582 7.170
C -0.182 1.180 6.949
O -0.953 1.102 7.862
C -0.545 0.870 5.531
C -1.564 -0.053 5.326
C -1.921 -0.408 4.039
C -1.281 0.182 2.953
C -0.261 1.105 3.148
C 0.097 1.447 4.441
N -1.602 -0.230 1.617
C -2.806 -0.506 1.342
C -3.195 -0.987 -0.014
C -4.521 -1.252 -0.305
C -4.856 -1.664 -1.589
C -3.855 -1.806 -2.532
C -2.550 -1.530 -2.148
N -2.226 -1.130 -0.926
H 1.607 1.485 6.358
H -2.049 -0.502 6.181
H -2.657 -1.185 3.879
H 0.265 1.530 2.306
H 0.884 2.178 4.577
H -3.622 -0.385 2.057
H -5.276 -1.133 0.461
H -5.888 -1.869 -1.841
H -4.068 -2.123 -3.543
H -1.725 -1.624 -2.846
C 1.484 -1.935 -4.468
C 1.748 -1.174 -3.199
O 0.838 -0.953 -2.388
N 2.991 -0.712 -3.036
C 3.511 -0.203 -1.778
C 3.857 -1.320 -0.820
C 4.693 -1.052 0.255
C 4.979 -2.072 1.140
C 4.426 -3.324 0.915
C 3.609 -3.491 -0.190
N 3.324 -2.513 -1.053
H 0.415 -1.942 -4.665
H 1.826 -2.962 -4.334
H 2.013 -1.507 -5.318
H 3.662 -1.053 -3.706
H 2.806 0.505 -1.342
H 4.401 0.384 -2.005
H 5.079 -0.053 0.407
H 5.606 -1.890 2.002
H 4.609 -4.153 1.583
H 3.156 -4.455 -0.395
O -0.581 6.898 -0.646
C -0.471 5.704 -0.640
C 0.701 4.880 -1.176
O 1.610 5.265 -1.875
C 0.441 3.500 -0.721
C -0.777 3.408 -0.043
O -1.221 2.266 0.425
C -1.489 4.691 -0.090
O -2.646 4.935 0.180
O 1.199 2.480 -0.985
Se -4.014 2.694 -1.885
N -3.528 3.675 -3.264
C -2.357 3.206 -3.647
C -1.545 3.725 -4.710
C -0.357 3.126 -4.942
C 0.067 2.015 -4.134
N -0.629 1.500 -3.169
C -1.846 2.084 -2.923
N -2.603 1.633 -1.928
H -1.879 4.579 -5.282
H 0.307 3.491 -5.712
H 1.050 1.587 -4.303
Br -1.249 -4.857 -0.366
C -0.458 -3.924 1.079
C -0.718 -4.324 2.382
N -0.187 -3.713 3.437
C 0.619 -2.676 3.210
C 0.910 -2.190 1.943
C 0.366 -2.843 0.848
C 1.751 -0.951 1.770
O 2.594 -0.645 2.590
O 1.460 -0.282 0.694
H -1.369 -5.169 2.569
H 1.047 -2.177 4.071
H 0.601 -2.528 -0.163
*
```